This record from OMol25 describes a 17-piece molecular cluster, C65H112Br2O43S11 overall. The level of theory is wB97M-V/def2-TZVPD.

Last column: Löwdin charge in e.
Element x y z (Å)
Br -3.7231 -0.7086 0.2209  0.79
C -3.8201 -1.5834 2.0411  -0.60
C -5.0652 -2.4525 2.1662  -0.64
Br -5.0346 -3.2635 3.9578  0.67
H -3.6917 -0.7813 2.7679  0.06
H -2.9467 -2.2291 2.1330  0.04
H -5.1799 -3.2827 1.4693  0.05
H -5.8320 -1.6791 2.2105  0.05
O 7.4947 -1.9916 -1.6307  -0.29
S 6.1964 -2.5822 -1.4332  0.70
O 5.5943 -3.4678 -2.4293  -0.31
O 6.1047 -3.2952 0.1038  -0.28
C 6.8719 -2.7081 1.1365  -0.29
C 6.5110 -3.3695 2.5007  -0.03
C 4.8596 -1.2834 -1.1403  -0.08
H 6.5578 -1.6650 1.0986  0.10
H 7.9352 -2.6203 0.9136  0.11
H 7.1043 -2.9983 3.3363  0.08
H 6.8154 -4.4110 2.3964  0.08
H 5.4421 -3.2607 2.6840  0.06
H 5.3616 -0.3159 -1.1484  0.05
H 4.3074 -1.4098 -0.2091  0.06
H 4.2743 -1.3339 -2.0585  0.05
O 4.1892 3.5986 -7.3641  -0.28
S 4.2370 4.0065 -5.9931  0.69
O 4.0014 5.3727 -5.5222  -0.28
O 3.3709 2.9349 -5.0323  -0.28
C 3.1973 1.6025 -5.5365  -0.28
C 2.1418 0.7513 -4.9081  -0.04
C 5.8599 3.4290 -5.1998  -0.08
H 4.1898 1.1584 -5.6123  0.12
H 2.9565 1.5971 -6.5996  0.11
H 2.1461 -0.1360 -5.5411  0.09
H 1.1144 1.1093 -4.8433  0.07
H 2.4458 0.4152 -3.9167  0.06
H 6.6246 4.0704 -5.6380  0.06
H 6.1855 2.4582 -5.5733  0.06
H 5.8462 3.5564 -4.1173  0.05
O 2.8917 -4.9634 -9.7421  -0.30
S 2.6167 -3.5419 -9.5244  0.67
O 1.3010 -2.9952 -9.6732  -0.30
O 3.1655 -3.1764 -7.9801  -0.27
C 2.6117 -4.0476 -6.9959  -0.26
C 3.3281 -3.6592 -5.6581  -0.05
C 3.7184 -2.3942 -10.5104  -0.09
H 2.7034 -5.1225 -7.1513  0.12
H 1.5736 -3.7474 -6.8532  0.10
H 3.2668 -2.6223 -5.3277  0.07
H 4.3512 -4.0336 -5.6951  0.08
H 2.8511 -4.2419 -4.8700  0.06
H 4.6539 -2.9199 -10.7018  0.06
H 3.8159 -1.5004 -9.8941  0.06
H 3.3173 -2.2436 -11.5127  0.07
O -1.0763 3.0024 -2.4590  -0.30
S -1.9428 2.5672 -3.5345  0.72
O -2.9714 3.4926 -4.0791  -0.32
O -1.0651 1.9702 -4.8739  -0.28
C -1.7231 1.8587 -6.1133  -0.31
C -1.7653 3.1690 -6.8146  -0.08
C -2.7898 0.9932 -3.1500  -0.10
H -2.7428 1.4899 -6.0023  0.12
H -1.1753 1.1341 -6.7158  0.12
H -2.4503 3.9425 -6.4674  0.07
H -2.0138 3.0486 -7.8691  0.08
H -0.7602 3.5851 -6.8832  0.08
H -3.2206 0.9436 -2.1500  0.03
H -2.1002 0.1524 -3.2248  0.07
H -3.6252 0.9198 -3.8463  0.06
O -0.5560 3.7760 3.7751  -0.32
S -0.6633 4.2276 5.1688  0.72
O -0.7265 3.2633 6.3051  -0.31
O 0.5433 5.2999 5.3968  -0.28
C 1.0160 6.0540 4.3131  -0.27
C 1.2333 7.4949 4.8526  -0.05
C -2.0956 5.5053 5.2243  -0.05
H 0.3016 6.0419 3.4899  0.10
H 1.9925 5.6570 4.0355  0.11
H 1.8304 7.5341 5.7637  0.08
H 0.3171 8.0371 5.0865  0.07
H 1.6095 8.1950 4.1065  0.08
H -2.8328 5.2868 4.4517  0.06
H -1.6098 6.4736 5.1033  0.05
H -2.4494 5.4708 6.2547  0.06
O 2.1451 -2.1057 6.9348  -0.30
S 1.6594 -0.7496 7.2281  0.73
O 1.0214 -0.3602 8.5135  -0.30
O 2.9715 0.2281 6.8856  -0.25
C 2.8740 1.5617 7.2028  -0.33
C 3.7523 2.4329 6.3133  -0.05
C 0.5557 -0.2033 5.8611  -0.09
H 3.1416 1.5834 8.2592  0.12
H 1.8835 2.0166 7.2066  0.11
H 3.5915 3.4903 6.5231  0.07
H 3.5421 2.4245 5.2438  0.07
H 4.8205 2.3624 6.5187  0.08
H 1.2390 -0.1784 5.0122  0.05
H 0.0515 0.7241 6.1330  0.06
H -0.0995 -1.0371 5.6092  0.05
O 3.1554 -5.3407 2.8918  -0.30
S 2.2897 -4.1988 2.5205  0.73
O 2.6891 -3.1998 1.5158  -0.32
O 0.8408 -4.8438 1.8430  -0.30
C 0.4151 -6.0663 2.3470  -0.28
C -1.1394 -6.1998 2.2953  -0.04
C 1.6808 -3.3530 4.0604  -0.07
H 0.8600 -5.9845 3.3387  0.09
H 0.9269 -6.8673 1.8137  0.12
H -1.5646 -6.3687 1.3060  0.06
H -1.7163 -5.3410 2.6386  0.06
H -1.4031 -7.0246 2.9573  0.07
H 2.6421 -3.0468 4.4731  0.06
H 1.1625 -4.0992 4.6625  0.06
H 1.0513 -2.5005 3.8053  0.05
O -3.8690 3.2502 0.2790  -0.30
S -4.8481 4.3168 0.2361  0.61
O -6.1173 4.1279 0.8872  -0.28
O -4.1868 5.5987 0.9075  -0.24
C -2.8469 5.8550 0.7126  -0.30
C -2.3726 6.8779 1.7222  -0.05
C -5.1482 4.8840 -1.4812  -0.09
H -2.8453 6.3746 -0.2456  0.12
H -2.1323 5.0334 0.6620  0.13
H -3.0701 7.6939 1.9115  0.09
H -1.4121 7.3349 1.4841  0.09
H -2.2609 6.3555 2.6723  0.04
H -5.4878 4.0295 -2.0665  0.06
H -4.2547 5.1620 -2.0403  0.06
H -5.9092 5.6597 -1.5664  0.08
O -0.6452 -0.7755 2.7673  -0.32
S 0.0975 0.1009 1.8485  0.66
O 1.2634 0.7767 2.3897  -0.32
O 0.5558 -0.7747 0.5287  -0.26
C 1.3013 -0.0958 -0.5458  -0.22
C 0.3460 0.3097 -1.6258  -0.07
C -1.0324 1.4915 1.2857  -0.10
H 2.0821 -0.7095 -0.9951  0.10
H 1.7597 0.8079 -0.1441  0.10
H -0.3584 1.0618 -1.2707  0.04
H -0.2485 -0.5406 -1.9600  0.08
H 0.8647 0.6801 -2.5100  0.06
H -0.3243 2.1594 0.7952  0.06
H -1.4922 1.9642 2.1536  0.06
H -1.7336 1.2077 0.5009  -0.01
O 0.4204 -5.4108 -3.4536  -0.30
S 0.3192 -4.0943 -2.8473  0.67
O 0.7365 -2.9459 -3.6406  -0.30
O -1.2430 -3.8910 -2.2710  -0.28
C -1.8907 -4.8779 -1.5521  -0.29
C -2.9716 -4.0407 -0.8360  -0.06
C 1.3260 -4.1661 -1.2809  -0.06
H -1.2637 -5.4135 -0.8393  0.10
H -2.3103 -5.6628 -2.1814  0.12
H -3.2090 -3.0329 -1.1768  0.01
H -2.4817 -3.7967 0.1066  0.06
H -3.8533 -4.6231 -0.5688  0.08
H 1.5504 -3.1151 -1.0988  0.05
H 2.1815 -4.8215 -1.4436  0.09
H 0.6896 -4.6429 -0.5354  0.03
O -5.2362 -1.3836 -4.7500  -0.28
S -5.7576 -1.3482 -3.3896  0.68
O -4.8280 -1.7414 -2.3082  -0.40
O -6.3927 0.2031 -3.0567  -0.30
C -6.6497 0.5393 -1.7019  -0.29
C -7.9541 1.3754 -1.7188  -0.03
C -7.2989 -2.1606 -3.1924  -0.12
H -5.7160 1.0322 -1.4310  0.09
H -6.6271 -0.4075 -1.1623  0.08
H -7.8589 2.0807 -2.5444  0.08
H -8.2134 1.8159 -0.7561  0.08
H -8.8490 0.7629 -1.8290  0.07
H -7.3814 -2.3234 -2.1178  0.07
H -7.4563 -3.1219 -3.6815  0.08
H -8.0903 -1.5035 -3.5531  0.08
C 4.4995 4.3525 -1.7996  -0.01
C 4.4051 5.6814 -2.0353  0.03
C 3.1782 6.2819 -2.6029  -0.39
O 3.0661 7.4947 -2.8293  0.09
C 2.0146 5.3711 -2.6050  0.04
C 2.1434 4.0511 -2.2097  0.05
C 3.4378 3.3782 -1.8459  -0.44
O 3.6108 2.2239 -1.6792  0.13
H 5.4761 4.0539 -1.4484  0.12
H 5.2105 6.3656 -1.8124  0.12
H 1.0694 5.8651 -2.7756  0.12
H 1.2374 3.4737 -2.3197  0.08
C -1.4225 -4.6999 -7.1398  0.03
C -1.2988 -3.3551 -7.1377  0.03
C -1.8251 -2.4777 -6.0715  -0.40
O -1.5511 -1.3418 -6.0192  0.15
C -2.5618 -3.2653 -5.0133  0.01
C -2.7321 -4.5877 -5.0916  0.01
C -2.1984 -5.5150 -6.1624  -0.34
O -2.2312 -6.7440 -6.1586  0.10
H -1.1558 -5.2375 -8.0377  0.12
H -0.6745 -2.9153 -7.9014  0.10
H -2.8641 -2.7801 -4.0970  0.10
H -3.3472 -4.9506 -4.2815  0.11
C 5.4031 5.9490 1.8302  0.03
C 4.1517 6.3540 1.4687  0.01
C 3.0122 5.5049 1.3201  -0.43
O 2.0090 5.8423 0.7242  0.11
C 3.2374 4.1715 1.9747  0.05
C 4.4929 3.7788 2.3975  0.04
C 5.6680 4.6328 2.3335  -0.44
O 6.7487 4.2313 2.6504  0.14
H 6.0889 6.7445 2.0814  0.13
H 3.9483 7.4111 1.3810  0.13
H 2.4013 3.4914 2.0437  0.11
H 4.5099 2.7754 2.7967  0.12
C -3.1122 -6.2268 5.3254  -0.02
C -3.8726 -7.2941 5.8295  0.08
C -4.0251 -7.5012 7.3076  -0.43
O -4.7099 -8.3814 7.7335  0.14
C -3.3124 -6.5531 8.1203  0.02
C -2.5558 -5.5746 7.5717  0.04
C -2.2756 -5.3445 6.1095  -0.33
O -1.4486 -4.5350 5.5617  0.04
H -3.1039 -6.2051 4.2457  0.08
H -4.4972 -7.8748 5.1669  0.12
H -3.2851 -6.6732 9.1933  0.13
H -2.1967 -4.8665 8.3038  0.11
C -2.6180 0.9235 7.8870  0.01
C -2.0810 0.0998 8.7386  -0.03
C -1.9198 -1.3202 8.5771  -0.36
O -1.3554 -2.0147 9.4582  0.09
C -2.3924 -1.6894 7.2309  0.05
C -3.0444 -0.8643 6.3535  0.00
C -3.3126 0.4965 6.6119  -0.34
O -4.1000 1.2084 5.9187  0.07
H -2.5510 2.0011 7.9127  0.11
H -1.6072 0.6461 9.5408  0.13
H -2.1316 -2.6593 6.8339  0.09
H -3.3521 -1.2731 5.4024  0.07

The calculated total energy comes out at -15306.73428 hartree. The strongest force on any atom comes out at 4.58 eV/Å. The total charge is 0.